Entry 1:
{
  "formula": "C16H26N2O2S",
  "method": "wB97M-V/def2-TZVPD",
  "homo_lumo_gap_ev": 9.4,
  "e_lumo_ev": 0.849,
  "max_force_ev_per_a": 1.0,
  "e_homo_ev": -8.6,
  "smiles": "CCCc1ccc(S(=O)(=O)NC[C@@H]2CCCN2CC)cc1",
  "e_above_lowest_ev": 0.554,
  "total_energy_ev": -34924.2817,
  "symbols": ["C", "C", "C", "C", "C", "C", "C", "S", "O", "O", "N", "C", "C", "C", "C", "C", "N", "C", "C", "C", "C", "H", "H", "H", "H", "H", "H", "H", "H", "H", "H", "H", "H", "H", "H", "H", "H", "H", "H", "H", "H", "H", "H", "H", "H", "H", "H"],
  "coordinates": [[6.602, 1.335, 3.051], [5.241, 1.008, 2.453], [5.334, 0.753, 0.943], [3.982, 0.426, 0.380], [3.518, -0.886, 0.379], [2.256, -1.187, -0.099], [1.455, -0.170, -0.579], [-0.189, -0.559, -1.156], [-0.217, -1.921, -1.609], [-0.618, 0.478, -2.057], [-1.029, -0.443, 0.290], [-1.971, -1.488, 0.622], [-3.381, -1.162, 0.088], [-3.516, -1.393, -1.420], [-4.540, -0.344, -1.836], [-4.128, 0.838, -0.959], [-3.648, 0.262, 0.297], [-4.433, 0.580, 1.471], [-4.143, 1.999, 1.950], [1.892, 1.139, -0.587], [3.156, 1.434, -0.106], [6.516, 1.511, 4.121], [7.297, 0.513, 2.894], [7.019, 2.227, 2.589], [4.828, 0.122, 2.939], [4.551, 1.836, 2.632], [6.022, -0.075, 0.764], [5.736, 1.643, 0.455], [4.156, -1.675, 0.751], [1.882, -2.198, -0.123], [-1.510, 0.451, 0.341], [-1.603, -2.417, 0.186], [-1.992, -1.584, 1.713], [-4.112, -1.785, 0.628], [-2.564, -1.195, -1.912], [-3.822, -2.413, -1.647], [-5.550, -0.675, -1.581], [-4.502, -0.110, -2.897], [-3.301, 1.377, -1.436], [-4.948, 1.537, -0.782], [-4.154, -0.121, 2.262], [-5.517, 0.467, 1.286], [-3.084, 2.105, 2.172], [-4.715, 2.215, 2.849], [-4.407, 2.727, 1.187], [1.243, 1.902, -0.985], [3.509, 2.455, -0.113]]
}

=====

Entry 2:
{
  "formula": "C26H25F5IN9O2RbSSbSeTe",
  "method": "wB97M-V/def2-TZVPD",
  "homo_lumo_gap_ev": 4.3,
  "charge": -2,
  "e_lumo_ev": 2.620,
  "max_force_ev_per_a": 6.3,
  "e_homo_ev": -1.7,
  "e_above_lowest_ev": 0.179,
  "total_energy_ev": -157231.0806,
  "symbols": ["Rb", "N", "C", "S", "N", "N", "C", "C", "C", "C", "C", "C", "C", "O", "H", "H", "H", "H", "H", "H", "H", "Se", "N", "C", "C", "C", "C", "C", "N", "C", "C", "N", "C", "C", "C", "C", "C", "N", "H", "H", "H", "H", "H", "H", "F", "Te", "F", "F", "F", "F", "O", "C", "Sb", "C", "C", "H", "H", "H", "H", "H", "H", "H", "H", "H", "I", "C", "C", "N", "N", "C", "H", "H", "H"],
  "coordinates": [[0.744, -0.111, 0.394], [0.909, 2.110, 3.839], [-0.078, 2.385, 2.895], [-0.256, 4.025, 2.392], [-0.782, 1.368, 2.527], [-1.511, 1.285, 1.399], [-2.785, 1.315, 1.388], [-3.573, 0.916, 0.237], [-4.913, 1.306, 0.186], [-5.743, 0.958, -0.864], [-5.218, 0.177, -1.898], [-3.909, -0.244, -1.872], [-3.015, 0.083, -0.804], [-1.818, -0.356, -0.778], [1.111, 2.872, 4.460], [0.836, 1.199, 4.271], [-3.337, 1.622, 2.287], [-5.305, 1.914, 0.997], [-6.775, 1.287, -0.892], [-5.858, -0.108, -2.729], [-3.508, -0.860, -2.670], [3.923, 4.251, -6.599], [4.489, 2.801, -5.724], [3.697, 2.654, -4.690], [3.841, 1.587, -3.723], [4.839, 0.614, -3.829], [4.916, -0.377, -2.881], [3.990, -0.363, -1.834], [3.051, 0.554, -1.712], [2.953, 1.520, -2.633], [1.877, 2.510, -2.485], [1.058, 2.390, -1.437], [0.063, 3.244, -1.290], [-0.180, 4.289, -2.189], [0.659, 4.436, -3.265], [1.720, 3.538, -3.432], [2.645, 3.631, -4.540], [2.593, 4.571, -5.453], [5.524, 0.666, -4.666], [5.669, -1.151, -2.933], [4.007, -1.128, -1.064], [-0.571, 3.101, -0.418], [-1.012, 4.958, -2.022], [0.530, 5.225, -3.995], [1.395, -3.318, 3.830], [1.443, -3.038, 1.922], [-0.091, -4.141, 2.188], [3.002, -2.098, 2.583], [2.441, -4.663, 2.046], [0.431, -1.490, 2.486], [1.911, -2.572, 0.299], [0.242, -2.424, -2.256], [-0.863, -3.016, -0.493], [-2.516, -3.789, -1.684], [0.038, -5.015, -0.577], [-0.031, -3.072, -3.090], [1.308, -2.509, -2.052], [-0.021, -1.392, -2.493], [-2.313, -4.806, -2.019], [-2.666, -3.144, -2.550], [-3.435, -3.776, -1.096], [0.176, -5.343, -1.610], [-0.595, -5.739, -0.061], [1.006, -5.007, -0.086], [-5.176, -2.657, 5.784], [-3.986, -2.318, 4.112], [-3.017, -1.349, 3.984], [-2.536, -1.482, 2.739], [-3.139, -2.452, 2.053], [-4.028, -2.980, 2.877], [-2.651, -0.618, 4.682], [-1.832, -0.887, 2.302], [-4.653, -3.802, 2.568]]
}